A 6-piece molecular cluster, H14NO5 overall in a non-equilibrium geometry. Source: the Open Molecules 2025 dataset; level of theory: ωB97M-V/def2-TZVPD.

Last column: Löwdin charge in e.
Geometry (Å):
N -0.64339 -0.63061 -0.24969  0.248
H 0.17626 -0.36808 -0.80483  0.108
H -0.23412 -1.15562 0.55203  0.087
H -1.22302 -1.36003 -0.69209  0.087
H -1.10831 0.30701 -0.11046  0.085
H 1.39253 3.46244 1.29750  0.063
H 0.11767 4.15580 1.27106  0.079
O 0.49058 3.29093 1.00172  -0.054
H 1.80664 1.96165 -1.09461  0.025
H 2.43382 1.22293 -2.28667  0.047
O 2.01204 1.09126 -1.43844  -0.042
H -0.73053 -3.48535 -1.87318  0.072
H -1.88556 -3.84680 -0.97516  0.062
O -1.40579 -3.09180 -1.30825  -0.033
H -2.53370 1.92866 1.05811  0.089
H -1.06073 2.15771 1.20762  0.023
O -1.68141 1.56537 0.76452  -0.049
H 2.09616 -2.21380 1.25559  0.076
H 0.83024 -2.95771 1.24409  0.080
O 1.15063 -2.03398 1.18114  -0.050

Values from the calculation:
Electronic energy: -439.14122 Ha
Kohn-Sham gap: 12.239 eV
Net charge: +1
ΔE to the lowest compared entry with this formula, charge and spin: 18.0 kcal/mol

H14NaO7 as an isolated structure in a non-equilibrium geometry. Source: the Open Molecules 2025 dataset; level of theory: ωB97M-V/def2-TZVPD.

Last column: Mulliken spin population.
Geometry (Å):
Na 0.03382 -0.43268 0.03323  -0.001
O -0.83107 1.08098 1.65255  0.077
H -1.45497 1.80692 1.65192  -0.002
H -0.63833 0.93100 2.57806  -0.003
O -0.79279 0.98841 -1.75451  0.072
H -0.28557 0.47836 -2.38602  -0.003
H -1.12083 1.73435 -2.25671  -0.002
O 1.14881 -2.51515 0.94031  0.000
H 2.07191 -2.67935 1.13299  0.000
H 0.91492 -3.18499 0.29780  0.000
O 1.97715 1.46769 0.69628  0.049
H 2.71298 0.98228 1.06935  -0.001
H 2.34937 1.92620 -0.05702  -0.001
O -2.20856 -1.77646 0.76108  0.014
H -2.85471 -1.34117 1.31720  -0.001
H -2.08371 -2.63514 1.16519  0.000
O 0.25821 -1.74354 -2.00752  0.001
H 1.05789 -2.01810 -2.45627  0.000
H -0.42395 -2.31351 -2.36251  0.000
O -0.18279 3.32282 0.18715  0.832
H -0.13363 2.36935 0.25585  -0.013
H 0.48585 3.55171 -0.45841  -0.017

Values from the calculation:
2S+1: 2
Electronic energy: -696.71468 Ha
Kohn-Sham gap (alpha / beta): 10.934 / 3.299 eV
Net charge: +2
Expectation value of S²: 0.75
ΔE to the lowest compared entry with this formula, charge and spin: 1.5 kcal/mol

H14O13SV as an isolated structure in a non-equilibrium geometry. Source: the Open Molecules 2025 dataset; level of theory: ωB97M-V/def2-TZVPD.

Last column: Löwdin charge in e.
Geometry (Å):
O 0.48660 2.60867 22.87493  -0.277
V 1.93204 3.19044 22.49339  0.902
O 2.17057 2.69472 20.97684  -0.331
S 0.00191 5.87385 21.74223  0.256
O -1.10119 4.97020 21.32342  -0.362
O -0.31588 6.64231 22.95418  -0.350
O 1.24556 5.18418 22.00026  -0.389
O 0.30406 6.75495 20.63288  -0.359
O -2.50526 2.93852 22.28224  -0.100
H -1.81776 3.53140 21.97880  -0.057
H -3.32217 3.39272 22.07588  0.015
O 4.08491 3.55855 18.81059  -0.039
H 4.11485 2.90065 19.50521  0.009
H 5.00193 3.78356 18.65348  0.036
O 1.70918 2.18923 17.85037  -0.059
H 1.28047 1.48307 18.33387  0.022
H 2.41903 2.47672 18.42457  -0.036
O -0.67809 5.24508 24.87344  -0.090
H -0.59343 5.85210 24.13819  -0.103
H -0.95488 4.42071 24.47340  0.013
O 2.23801 4.28986 24.52717  -0.055
H 1.59138 4.96902 24.71908  0.051
H 2.77195 4.23601 25.31979  0.069
O 4.17259 3.73282 22.32241  -0.046
H 4.71659 4.47618 22.06221  0.090
H 4.64043 3.33924 23.05893  0.056
O 2.74558 1.32268 23.54339  -0.030
H 3.41562 1.12706 24.19838  0.078
H 2.65645 0.51229 23.04183  0.087

Values from the calculation:
Electronic energy: -2328.80285 Ha
Kohn-Sham gap: 5.163 eV
Net charge: -1
ΔE to the lowest compared entry with this formula, charge and spin: 17.0 kcal/mol

A 7-piece molecular cluster, H14O7 overall in a non-equilibrium geometry. Source: the Open Molecules 2025 dataset; level of theory: ωB97M-V/def2-TZVPD.

Last column: Mulliken spin population.
Geometry (Å):
O 8.42313 26.43541 5.44757  0.411
H 8.37534 25.53190 5.13512  -0.123
H 8.84961 26.37159 6.30213  0.008
O 11.55911 27.05167 11.04199  0.354
H 11.81350 26.94331 10.12560  -0.124
H 10.60804 27.15677 11.01621  0.020
O 6.73582 27.55136 11.79964  0.023
H 7.38215 28.25696 11.82427  -0.030
H 5.89069 28.00049 11.78370  -0.002
O 9.09886 27.14049 9.77106  0.256
H 8.25104 26.98003 10.18540  0.002
H 9.27429 26.34544 9.26772  -0.021
O 8.49743 29.65310 8.05357  0.168
H 8.85282 29.73951 7.16900  -0.090
H 8.77039 28.78075 8.33771  -0.010
O 8.65014 26.04461 13.52530  0.087
H 8.19805 25.81901 14.33829  -0.026
H 7.98000 26.46567 12.98692  -0.012
O 10.03932 25.40876 7.42578  0.264
H 10.82153 25.87678 7.71788  -0.064
H 10.28072 24.48381 7.47490  -0.091

Values from the calculation:
2S+1: 2
Electronic energy: -535.05228 Ha
Kohn-Sham gap (alpha / beta): 2.395 / 9.889 eV
Net charge: -1
Expectation value of S²: 0.75
ΔE to the lowest compared entry with this formula, charge and spin: 11.1 kcal/mol

A 7-piece molecular cluster, H14O7 overall. Source: the Open Molecules 2025 dataset; level of theory: ωB97M-V/def2-TZVPD.

Last column: Löwdin charge in e.
Geometry (Å):
O 0.32730 0.40349 -1.86259  -0.041
H -0.29386 0.86551 -1.28841  0.021
H 0.43225 -0.46017 -1.44777  0.026
O 0.11189 2.63765 2.13510  -0.060
H 0.41266 2.47656 1.23367  0.019
H -0.36969 3.47048 2.07633  0.034
O -3.48586 2.01309 -2.80250  -0.055
H -3.41507 2.94443 -2.56460  0.036
H -3.43475 1.55086 -1.95828  0.022
O 3.33760 1.76096 0.06038  -0.061
H 3.45149 0.92557 0.52744  0.022
H 3.38543 1.51736 -0.87094  0.034
O -2.06396 -3.60755 0.80205  -0.074
H -1.30112 -4.19041 0.71634  0.026
H -1.67919 -2.74329 0.98645  -0.034
O -1.54116 -1.05188 0.67261  -0.029
H -0.62812 -1.03184 0.36449  0.043
H -2.00363 -0.45389 0.07468  0.062
O 3.18047 -2.14322 0.91546  -0.061
H 4.00576 -2.49702 1.26575  0.039
H 2.50760 -2.47455 1.52081  0.033

Values from the calculation:
Electronic energy: -535.03635 Ha
SMILES: O.O.O.O.O.O.O
Kohn-Sham gap: 10.620 eV
Net charge: 0
ΔE to the lowest compared entry with this formula, charge and spin: 54.9 kcal/mol

A 7-piece molecular cluster, H14O7 overall in a non-equilibrium geometry. Source: the Open Molecules 2025 dataset; level of theory: ωB97M-V/def2-TZVPD.

Last column: Löwdin charge in e.
Geometry (Å):
O 0.70331 1.09424 1.24637  -0.094
H -0.08392 1.71951 1.27078  0.071
H 1.17290 1.45569 2.04870  0.074
O 4.53683 -2.41386 -0.26725  -0.037
H 4.78209 -2.47045 -1.15946  0.002
H 3.70450 -1.93492 -0.31337  0.013
O 1.99305 -0.19642 -1.44512  -0.069
H 1.06092 -0.27464 -1.11675  0.016
H 2.39513 0.35904 -0.77011  0.023
O -2.98628 2.74942 2.42122  -0.152
H -2.82933 3.64322 2.85710  0.053
H -3.67887 2.89949 1.63945  0.104
O -0.65376 -1.57133 -2.14471  -0.096
H -1.42039 -2.16017 -2.26443  0.051
H -0.30788 -1.99943 -1.29848  0.049
O -1.95962 1.03666 -0.80285  -0.068
H -1.47796 0.23205 -0.92344  -0.043
H -1.80216 1.46244 -1.67622  0.064
O -0.87345 -1.44810 0.61521  -0.111
H -0.44515 -0.80264 1.32432  0.098
H -1.82997 -1.37979 0.75903  0.051

Values from the calculation:
Electronic energy: -535.04666 Ha
SMILES: O.O.O.O.O.O.O
Kohn-Sham gap: 11.311 eV
Net charge: 0
ΔE to the lowest compared entry with this formula, charge and spin: 48.4 kcal/mol

- Which value of electronic energy does entry 2 give?
  -696.71468 Ha